DFT (ωB97M-V with the def2-TZVPD basis set) results for a 2-piece molecular cluster, H2INO2S overall at a distorted geometry.

Summary:
- 2S+1: 1
- DFT total energy: -902.21974 Ha
- Frontier orbital gap (alpha / beta): 8.497 / 6.187 eV
- Relative energy (zero: lowest compared OMol25 entry of this formula, charge and spin): 1.935 eV
- HOMO energy (alpha / beta): -10.78 / -9.91 eV

Geometry as XYZ:
```
7
H2INO2S ωB97M-V with the def2-TZVPD basis set
N -0.36376 0.66221 -0.01383
O -1.06877 -1.54210 -1.21928
O -0.95502 -1.51725 1.22322
S -0.43007 -1.09370 -0.02904
I 2.99088 1.28918 0.02115
H 0.16458 0.94394 0.76322
H -0.33782 1.25772 -0.74543
```